Entry 1:
28
Properties=species:S:1:pos:R:3:forces:R:3:nbo_charge:R:1 method="wB97M-V/def2-TZVPD" relative_energy_ev=2.1930 gap_ev=7.28
C -1.436 -1.260 3.301 -0.852 -1.750 0.287 -0.257
C -1.673 -0.059 2.700 -1.151 1.199 0.940 -0.205
C -0.464 -2.055 2.771 1.615 -3.865 2.344 -0.179
C -0.915 0.395 1.629 0.387 0.624 0.652 -0.242
C 0.370 -1.592 1.832 2.827 -2.099 -2.070 -0.215
C 0.144 -0.425 1.146 -1.641 2.433 0.843 -0.134
C 0.832 1.234 -0.855 -0.781 -0.507 0.622 -0.304
C 0.989 0.053 0.137 -0.269 1.059 -3.115 0.394
C -0.077 0.404 -1.683 1.018 -1.417 1.678 0.101
C 2.077 1.725 -1.521 2.151 -0.170 3.297 -0.611
C -1.515 0.386 -1.403 -2.189 0.141 -1.265 -0.669
C 0.437 -0.333 -2.887 -0.044 -0.812 0.135 -0.663
F 2.117 -0.670 0.057 0.889 -0.359 -0.900 -0.343
H -1.995 -1.752 4.091 -0.407 0.843 0.102 0.218
H -2.457 0.543 3.195 0.538 0.067 -0.717 0.214
H -0.153 -3.152 3.227 -1.186 3.002 -0.985 0.209
H -0.968 1.485 1.415 -0.105 -1.056 -0.358 0.219
H 1.258 -2.238 1.549 -1.247 0.953 0.221 0.223
H 0.310 2.014 -0.334 -0.382 0.666 0.063 0.212
H 2.031 2.331 -2.379 -0.703 0.325 -1.378 0.224
H 2.724 0.835 -1.639 0.064 0.848 -0.312 0.221
H 2.574 2.414 -0.755 -0.229 -1.031 -0.905 0.217
H -1.726 0.424 -0.304 -0.095 -0.295 -0.934 0.254
H -2.024 -0.541 -1.924 0.849 1.780 1.208 0.218
H -2.044 1.341 -1.838 0.877 -1.531 0.671 0.216
H -0.008 -1.419 -2.941 0.906 2.019 -0.007 0.224
H 1.581 -0.364 -2.835 -1.794 -0.082 -0.677 0.231
H 0.010 0.276 -3.753 0.953 -0.984 0.558 0.229

Entry 2:
18
Properties=species:S:1:pos:R:3:forces:R:3:nbo_charge:R:1 method="wB97M-V/def2-TZVPD" relative_energy_ev=1.4206 gap_ev=9.45
H -1.891 1.264 -0.488 0.001 -1.133 0.435 0.330
N -1.474 0.440 0.006 -0.304 2.083 0.195 -0.826
C -0.239 0.419 -0.343 0.797 -2.381 -1.760 0.586
N 0.160 0.779 -1.692 -3.666 0.610 0.608 -0.822
N 0.670 -0.370 0.303 -0.841 0.345 2.034 -0.607
C 0.416 -1.053 1.603 2.785 -0.375 -1.549 -0.406
H 0.902 1.392 -1.822 2.148 1.002 0.183 0.369
H -0.679 1.317 -2.075 1.508 -1.224 0.409 0.362
H 1.514 -0.685 -0.065 1.243 0.266 -1.466 0.407
H 0.972 -2.031 1.604 -0.091 1.029 -0.175 0.195
H 0.753 -0.502 2.475 -0.515 0.266 0.051 0.197
H -0.547 -1.367 1.524 -3.126 -0.399 0.855 0.226
O 3.353 1.104 -0.194 1.545 -2.134 -1.121 -0.942
H 4.220 1.302 0.160 0.115 0.140 0.084 0.476
H 2.778 1.754 0.100 -1.637 1.979 1.053 0.467
O -3.618 -1.651 -0.173 0.916 1.869 -0.938 -0.955
H -2.918 -0.949 -0.383 -0.557 -1.435 0.907 0.490
H -4.370 -1.164 -0.540 -0.322 -0.507 0.195 0.452

Entry 3:
21
Properties=species:S:1:pos:R:3:forces:R:3:nbo_charge:R:1 method="wB97M-V/def2-TZVPD" relative_energy_ev=3.2042 gap_ev=8.33
C -0.490 0.773 0.595 1.704 0.648 0.569 0.119
C -0.667 0.070 -0.720 2.916 -0.654 -0.979 0.072
C 1.862 -1.249 -0.546 -0.352 -0.166 -0.454 -0.434
C -1.275 -1.295 -0.816 -0.088 -0.066 0.011 -0.668
N 1.195 -0.004 -0.943 -2.707 -0.354 0.592 -0.552
N -1.279 1.989 0.743 0.048 0.133 -0.602 -0.833
N -0.699 -0.056 1.766 0.136 -0.354 -0.300 -0.842
C 1.088 1.087 0.447 -1.190 1.177 1.112 0.251
N 1.900 1.827 0.898 -0.263 -0.696 -0.388 -0.534
H 1.548 0.321 -1.843 -0.233 0.157 0.128 0.389
H -0.939 0.740 -1.534 0.017 -0.036 0.064 0.211
H -1.697 -0.070 1.961 0.109 0.053 0.125 0.364
H -0.780 2.581 1.410 -0.133 -0.119 -0.056 0.381
H -1.275 2.513 -0.130 0.010 0.026 0.108 0.353
H -0.231 0.386 2.552 -0.014 -0.108 -0.054 0.381
H 1.874 -1.949 -1.384 0.004 -0.172 0.147 0.190
H 1.334 -1.691 0.300 0.048 0.066 -0.027 0.218
H 2.894 -1.057 -0.243 -0.116 0.230 -0.025 0.227
H -0.938 -1.947 -0.010 0.038 0.116 -0.053 0.242
H -1.059 -1.760 -1.782 -0.060 0.081 0.107 0.226
H -2.365 -1.208 -0.722 0.124 0.041 -0.025 0.238

| no. | calculated total energy (Ha) |
| --- | --- |
| 1 | -565.97903 |
| 2 | -397.51574 |
| 3 | -416.62770 |